No. 1
Density functional theory data (the ωB97M-V functional and the def2-TZVPD basis) for a cluster of 2 separate species, C20H28N2O3 in total in a non-equilibrium geometry.

XYZ file:
```
53
Properties=species:S:1:pos:R:3:forces:R:3
C 6.22361 -0.04512 1.47610 2.6 -2.1 -3.7
H 6.47026 -1.12811 1.29680 -0.6 0.6 1.3
H 6.89759 0.39983 2.22351 -0.7 -0.1 -0.3
H 5.17384 0.10820 1.54854 -0.7 0.1 0.6
C 6.66310 0.48910 -0.02812 4.1 6.3 8.8
C 6.36750 2.08702 0.29643 -2.1 -3.8 0.6
H 6.63348 2.55516 -0.50241 1.7 2.9 -5.8
H 6.99349 2.59080 0.94417 1.1 0.3 2.4
H 5.32642 2.43339 0.34967 0.0 -0.7 0.8
C 6.01571 0.04445 -1.14614 -4.1 4.4 -4.9
C 4.39201 0.34948 -1.15172 2.9 -8.4 -4.1
H 4.00317 0.13324 -2.31093 1.1 1.1 3.1
O 3.96118 -1.09246 -0.49966 0.2 5.6 -1.2
C 2.62071 -0.96479 -0.22052 0.8 -0.2 -3.4
C 1.63430 -0.25833 -0.99408 -1.7 0.9 2.7
C 0.22674 -0.52710 -0.54932 9.8 -4.5 1.4
C -0.08972 -1.70962 0.17920 -5.0 5.6 -1.6
C 0.79753 -2.38835 0.84260 7.6 5.0 -4.3
C 2.27976 -1.99377 0.50173 -5.9 -5.8 6.3
H 2.89680 -2.66363 1.15981 0.3 1.1 -1.4
H 0.45587 -3.13796 1.31588 -1.4 -5.6 4.1
C -1.68234 -1.73296 0.53772 9.3 2.2 -11.7
O -1.98300 -2.11538 1.50922 -5.1 -4.7 14.1
N -2.43946 -1.58995 -0.51633 5.0 2.9 -8.9
H -1.98383 -1.12338 -1.79169 -1.0 -1.7 5.3
C -3.72830 -1.64129 -0.58535 -7.7 -1.3 4.4
H -4.01243 -2.21535 0.42757 0.0 1.1 -1.8
H -4.21181 -2.18504 -1.34136 0.0 -1.5 -1.3
C -4.47608 -0.29153 -0.67947 3.8 0.4 -0.1
C -3.73059 0.68483 0.22872 -2.5 -0.5 -7.8
C -3.48892 0.78451 1.44455 -2.7 -10.0 6.2
C -2.93070 1.88794 1.70013 5.6 8.9 10.3
C -2.81454 2.66580 0.69167 -3.0 -5.7 -3.9
O -3.38772 1.78902 -0.36880 1.7 4.4 -1.3
H -2.51021 3.54066 0.44928 1.9 5.4 -1.6
H -2.51441 2.42469 2.82984 -1.4 -2.2 -3.4
H -3.65168 -0.13997 1.98642 0.1 0.5 1.0
N -5.85870 -0.26640 -0.49389 1.1 3.8 -10.5
C -6.45170 0.95988 -1.31313 -3.8 -0.5 8.8
H -6.33388 1.94772 -0.64579 0.4 -1.8 -1.6
H -5.96998 0.98150 -2.17877 1.3 0.3 -4.0
H -7.65310 0.86317 -1.14608 2.8 -0.1 -1.6
C -6.52474 -0.60241 0.57438 12.0 4.6 4.9
H -6.29234 0.10384 1.29721 -0.5 1.6 2.6
H -6.12681 -1.42618 0.86594 2.3 -5.7 2.6
H -7.34689 -0.74405 0.41330 -16.4 -2.3 -2.9
H -4.04294 -0.04311 -1.76347 -1.8 0.3 1.8
H -0.29107 0.02037 -1.09680 -5.9 4.6 -4.0
H 1.96449 0.68146 -1.59195 -1.1 -1.9 0.9
H 3.95816 1.17945 -0.74072 -0.8 1.8 1.5
H 6.38107 0.68090 -2.05460 -0.3 -1.2 1.3
H 6.28844 -0.91417 -1.29197 -0.1 -3.6 -1.1
H 7.90265 0.55400 -0.08730 -3.2 -0.8 0.0
```
Positions in Å, forces in eV/Å.

Results
Frontier orbital gap ... 0.3013 Ha
Energy ... -1113.42624 hartree

Partial charges, Löwdin, in e:
1. C -0.0497
2. H 0.0789
3. H 0.0728
4. H 0.0478
5. C -0.3908
6. C -0.0765
7. H -0.0117
8. H 0.0487
9. H 0.0818
10. C -0.2098
11. C -0.0024
12. H 0.1662
13. O -0.0967
14. C -0.3851
15. C 0.0524
16. C 0.0055
17. C -0.1393
18. C 0.0417
19. C 0.0322
20. H 0.1318
21. H 0.0451
22. C -0.5784
23. O 0.2062
24. N 0.0398
25. H 0.3394
26. C -0.2714
27. H 0.1850
28. H 0.1140
29. C -0.2369
30. C -0.3298
31. C -0.1362
32. C -0.1525
33. C 0.0164
34. O 0.0551
35. H 0.0531
36. H 0.2114
37. H 0.1482
38. N -0.1909
39. C 0.0212
40. H 0.1166
41. H 0.0086
42. H 0.1303
43. C -0.1153
44. H 0.1055
45. H 0.0653
46. H -0.0162
47. H 0.1833
48. H -0.0088
49. H 0.1215
50. H 0.0561
51. H 0.1525
52. H 0.0770
53. H 0.1873

---

No. 2
Density functional theory data (the ωB97M-V functional and the def2-TZVPD basis) for the molecule C20H28N2O6S3 in a non-equilibrium geometry.

XYZ file:
```
59
Properties=species:S:1:pos:R:3:forces:R:3
C 0.54439 5.00963 3.10078 -0.2 -0.2 -0.1
C -0.66586 4.16890 2.70758 -0.2 0.6 0.1
N -0.43737 2.75892 2.92384 -0.8 -0.6 0.6
C 0.57965 2.07089 2.15867 0.3 -0.4 -0.4
C 0.43024 2.17835 0.64258 0.1 0.0 0.2
S -1.71177 1.84693 3.44022 0.0 0.2 -0.1
O -1.20173 0.60611 3.93604 0.1 -0.2 -0.3
O -2.52028 2.66508 4.29421 -0.1 0.1 -0.3
C -2.67128 1.48812 1.95520 0.3 0.0 0.5
C -3.50792 2.45612 1.43027 -0.1 0.1 0.0
C -4.20569 2.20293 0.25795 0.1 -0.1 0.0
C -4.05409 0.98211 -0.38153 -0.1 0.0 -0.1
C -3.21990 0.02471 0.16658 0.1 -0.5 -0.3
S -3.01731 -1.54440 -0.68505 0.1 0.0 -0.2
O -2.53864 -2.52842 0.24386 0.3 0.3 0.2
O -4.21008 -1.82117 -1.43844 0.1 0.4 -0.1
C -1.68453 -1.21184 -1.85229 -0.3 -0.1 0.4
C -1.95517 -1.09231 -3.20276 -0.2 0.0 -0.1
C -0.91263 -0.88716 -4.09405 0.0 0.0 0.1
C 0.39009 -0.82037 -3.62233 0.1 0.0 -0.1
C 0.63914 -0.94293 -2.26692 0.6 0.0 0.2
S 2.33698 -0.94590 -1.65796 -0.1 0.0 0.0
O 3.19303 -0.68649 -2.77581 -0.2 -0.3 -0.2
O 2.40292 -0.06875 -0.52497 -0.1 -0.3 0.1
N 2.59407 -2.48518 -1.14128 -0.1 1.1 -0.3
C 2.61213 -3.48939 -2.18637 0.4 -0.2 -0.5
C 4.03102 -3.73317 -2.68684 -0.3 0.0 0.0
C 2.17513 -2.85424 0.19187 -0.1 0.0 0.6
C 3.21671 -3.72357 0.88873 -0.2 0.2 -0.2
C -0.39294 -1.13070 -1.36803 0.0 0.0 0.1
C -2.52163 0.26238 1.33427 0.1 -0.2 0.2
H 0.28341 6.06373 3.05772 0.0 0.1 0.0
H 1.37938 4.83217 2.42832 0.1 0.0 0.0
H 0.85031 4.76409 4.11354 0.1 0.0 0.1
H -1.51042 4.42488 3.34865 0.1 0.2 -0.2
H -0.93975 4.37066 1.66232 0.0 0.0 0.1
H 1.55927 2.45543 2.45548 -0.1 -0.1 0.1
H 0.52060 1.02888 2.47305 0.3 0.0 -0.1
H 1.17250 1.53812 0.17238 0.0 0.1 0.0
H -0.56114 1.86284 0.32129 0.0 0.0 -0.1
H 0.59619 3.19922 0.30725 0.0 0.1 -0.1
H -3.62029 3.38854 1.96051 -0.1 0.1 0.0
H -4.86740 2.95055 -0.15144 -0.1 0.0 0.0
H -4.59304 0.74503 -1.28539 -0.1 0.1 -0.1
H -2.97852 -1.18075 -3.53299 -0.1 0.0 -0.1
H -1.11233 -0.79284 -5.15025 0.0 0.0 -0.1
H 1.22892 -0.67288 -4.28498 0.0 0.0 -0.1
H 2.17452 -4.41160 -1.79583 -0.1 0.1 0.0
H 1.98762 -3.14331 -3.01809 0.0 -0.2 0.0
H 4.43723 -2.80060 -3.06721 0.1 0.0 -0.1
H 4.66345 -4.08604 -1.87732 0.1 -0.1 0.1
H 4.02474 -4.47408 -3.48227 0.1 -0.1 -0.1
H 2.06369 -1.91617 0.73698 -0.1 -0.2 0.1
H 1.20659 -3.37406 0.16626 0.0 0.1 0.0
H 4.17499 -3.21217 0.90248 0.1 0.0 0.0
H 2.90348 -3.91479 1.91143 0.0 -0.1 0.1
H 3.33420 -4.67599 0.37816 0.1 -0.1 0.0
H -0.19768 -1.22603 -0.31287 0.0 0.0 0.2
H -1.89718 -0.49802 1.77481 0.1 -0.1 0.1
```
Positions in Å, forces in eV/Å.

Results
SMILES ... CCN(CC)S(=O)(=O)c1cccc(S(=O)(=O)c2cccc(S(=O)(=O)N(CC)CC)c2)c1
Frontier orbital gap ... 0.3420 Ha
Energy ... -2534.38308 hartree

Partial charges, Löwdin, in e:
1. C -0.0675
2. C -0.2686
3. N -0.2543
4. C -0.2327
5. C -0.0553
6. S 0.6654
7. O -0.2726
8. O -0.2777
9. C -0.2435
10. C -0.0385
11. C -0.0370
12. C -0.0382
13. C -0.2553
14. S 0.7242
15. O -0.2844
16. O -0.2965
17. C -0.2470
18. C -0.0360
19. C -0.0380
20. C -0.0421
21. C -0.2404
22. S 0.6703
23. O -0.2674
24. O -0.2883
25. N -0.2605
26. C -0.2466
27. C -0.0680
28. C -0.2622
29. C -0.0661
30. C -0.0341
31. C -0.0424
32. H 0.0761
33. H 0.0675
34. H 0.0841
35. H 0.1056
36. H 0.1154
37. H 0.1222
38. H 0.1077
39. H 0.0431
40. H 0.0647
41. H 0.0745
42. H 0.1180
43. H 0.1133
44. H 0.1178
45. H 0.1160
46. H 0.1134
47. H 0.1165
48. H 0.1262
49. H 0.1100
50. H 0.0648
51. H 0.0713
52. H 0.0759
53. H 0.1052
54. H 0.1249
55. H 0.0826
56. H 0.0773
57. H 0.0691
58. H 0.1166
59. H 0.1214

---

No. 3
Density functional theory data (the ωB97M-V functional and the def2-TZVPD basis) for the molecule C20H28N4O2S in a non-equilibrium geometry.

XYZ file:
```
55
Properties=species:S:1:pos:R:3:forces:R:3
C 4.84763 3.11993 1.40156 0.0 0.0 -0.2
C 5.23899 2.47433 0.07780 0.1 -0.1 0.3
C 5.64442 1.00886 0.26140 0.3 0.2 -0.3
C 6.31722 0.41495 -0.99361 -0.1 0.0 0.1
C 5.47646 0.48339 -2.26201 0.2 0.0 0.1
C 4.48892 0.17233 0.67848 -0.7 0.2 -0.3
N 4.57639 -0.77095 1.54585 1.4 0.4 0.1
N 3.44259 -1.42312 1.77232 -1.5 -0.9 0.3
C 2.45821 -0.97155 1.06953 0.5 0.8 -0.6
N 1.19021 -1.49081 1.13598 -0.2 -0.2 0.1
C 0.15934 -1.01500 0.37934 -0.3 -0.3 0.4
O 0.29875 -0.08960 -0.39095 -0.1 0.1 -0.2
C -1.14928 -1.76408 0.55913 -0.1 -0.2 0.0
N -2.21976 -0.95590 0.03355 0.3 0.0 -0.2
C -3.31446 -0.66204 0.78413 0.1 -0.1 -0.1
O -3.50268 -1.16327 1.87702 -0.1 0.0 0.2
C -4.26976 0.29279 0.15805 -0.3 0.2 0.0
C -4.39694 0.44154 -1.21970 0.1 0.0 0.1
C -5.32052 1.33704 -1.72741 0.0 0.1 -0.1
C -6.11280 2.08632 -0.87496 0.0 -0.1 0.0
C -6.00738 1.94187 0.50362 0.0 -0.1 0.0
C -6.85716 2.75855 1.42771 0.1 0.1 0.0
C -5.08494 1.03595 1.00491 0.1 -0.1 -0.1
C -1.06787 -3.14657 -0.13982 -0.2 0.1 0.0
C -2.30647 -3.96955 0.19982 0.3 0.1 0.1
C -0.92092 -2.98632 -1.65112 0.2 -0.1 0.3
S 2.86481 0.35606 0.01716 0.6 -0.4 0.6
H 4.00614 2.59725 1.85095 -0.1 0.0 0.1
H 5.67897 3.09051 2.10257 0.1 0.0 0.1
H 4.56215 4.15787 1.24807 0.0 0.1 0.1
H 4.39855 2.53671 -0.61593 0.1 0.1 -0.1
H 6.07962 3.01885 -0.35709 0.0 0.0 -0.1
H 6.37598 0.94265 1.07511 -0.1 0.0 0.0
H 7.25311 0.95347 -1.15678 0.1 0.0 0.0
H 6.56578 -0.62685 -0.77980 0.1 0.0 0.0
H 4.52265 -0.02128 -2.13025 -0.1 -0.1 -0.1
H 6.00567 -0.00373 -3.07793 0.0 0.0 -0.1
H 5.28460 1.51340 -2.55034 -0.1 0.1 -0.1
H 1.05576 -2.24671 1.79281 0.0 0.1 -0.1
H -1.35801 -1.91753 1.62616 0.1 0.0 -0.2
H -1.96843 -0.36548 -0.74599 -0.1 0.1 0.1
H -3.80386 -0.15432 -1.89774 0.1 -0.1 -0.1
H -5.42643 1.44996 -2.79652 0.0 0.0 -0.1
H -6.82833 2.78512 -1.28430 -0.1 0.1 0.0
H -6.36775 3.71031 1.63737 0.0 0.1 0.1
H -7.82534 2.97034 0.97966 -0.1 0.0 0.0
H -7.00752 2.24165 2.37211 -0.1 0.0 0.1
H -4.98285 0.88879 2.07020 0.0 0.0 0.1
H -0.18210 -3.66305 0.24798 0.0 0.0 0.0
H -3.20304 -3.46431 -0.15003 -0.1 0.0 0.0
H -2.25032 -4.94595 -0.27508 0.0 -0.1 -0.1
H -2.39584 -4.10864 1.27412 -0.1 0.0 0.1
H -0.07633 -2.34703 -1.89847 0.1 0.1 -0.1
H -1.82230 -2.54999 -2.07408 -0.1 0.1 -0.1
H -0.76349 -3.95719 -2.11452 0.0 -0.1 -0.1
```
Positions in Å, forces in eV/Å.

Results
SMILES ... CCC(CC)c1nnc(NC(=O)[C@@H](NC(=O)c2cccc(C)c2)C(C)C)s1
Frontier orbital gap ... 0.3577 Ha
Energy ... -1546.65484 hartree

Partial charges, Löwdin, in e:
1. C -0.0958
2. C -0.2482
3. C -0.3471
4. C -0.2131
5. C -0.1065
6. C -0.5449
7. N 0.0101
8. N 0.0064
9. C -0.5698
10. N 0.1263
11. C -0.4324
12. O 0.0182
13. C -0.2126
14. N 0.1172
15. C -0.4328
16. O 0.0722
17. C -0.1273
18. C -0.0353
19. C -0.0718
20. C -0.0429
21. C -0.2653
22. C -0.0481
23. C 0.0235
24. C -0.3633
25. C -0.0581
26. C -0.0529
27. S 1.1579
28. H 0.0655
29. H 0.0780
30. H 0.0726
31. H 0.0886
32. H 0.1181
33. H 0.1456
34. H 0.1106
35. H 0.1128
36. H 0.0422
37. H 0.0731
38. H 0.0706
39. H 0.1619
40. H 0.1564
41. H 0.1324
42. H 0.1071
43. H 0.1041
44. H 0.1118
45. H 0.0858
46. H 0.0772
47. H 0.0784
48. H 0.1248
49. H 0.1341
50. H 0.0814
51. H 0.0801
52. H 0.0835
53. H 0.0782
54. H 0.0784
55. H 0.0829

---

No. 4
Density functional theory data (the ωB97M-V functional and the def2-TZVPD basis) for a structure of composition C20H28N6P2Tl in a non-equilibrium geometry.

XYZ file:
```
57
Properties=species:S:1:pos:R:3:forces:R:3
C -1.28394 3.61136 -2.33280 -0.3 -1.5 0.6
C -1.07160 2.26151 -2.09555 -0.6 0.3 0.0
C 0.20422 1.68169 -2.40064 1.0 -0.4 0.3
C 1.27776 2.54042 -2.83553 -0.4 -0.7 0.3
C 1.00199 3.91652 -3.04575 -0.1 0.5 -0.1
C -0.25054 4.42822 -2.81044 0.9 0.5 -0.5
C 2.54347 1.96319 -2.96895 0.0 0.0 -0.2
C 2.77388 0.60996 -2.71135 -0.8 -0.2 0.3
C 1.63856 -0.17797 -2.29998 -0.2 1.1 0.0
C 1.84377 -1.54293 -1.91723 0.3 -0.6 0.0
C 3.10886 -2.10446 -2.01125 -1.6 0.1 0.4
C 4.19947 -1.33988 -2.44679 0.8 0.6 -0.4
C 4.04443 -0.01815 -2.78402 0.5 -0.2 -0.1
H -2.26520 4.03790 -2.11197 0.3 -0.1 -0.1
H 1.81674 4.55030 -3.40362 -0.3 -0.1 0.1
H -0.46268 5.48592 -2.98447 0.2 -0.3 0.0
H 3.37555 2.58733 -3.27771 0.0 0.0 0.0
H 3.24665 -3.14671 -1.71355 0.0 0.3 -0.1
H 5.17828 -1.82124 -2.50930 -0.3 0.3 0.0
H 4.89280 0.58329 -3.12030 -0.2 -0.3 0.1
N 0.40957 0.36671 -2.17297 0.1 0.0 0.1
Tl 0.46136 0.44442 1.43564 -0.2 2.7 -1.9
C -2.14870 1.37561 -1.49086 0.1 -0.1 -0.4
H -2.03865 0.35733 -1.87975 -0.1 0.2 -0.1
H -3.15057 1.74628 -1.75102 0.2 0.0 0.1
C 0.65091 -2.32556 -1.40027 0.0 0.4 -0.4
H -0.24983 -2.00647 -1.93608 0.1 -0.1 0.0
H 0.79399 -3.40221 -1.57168 -0.1 0.2 0.3
P -1.99658 1.19541 0.33640 0.0 0.6 -0.1
P 0.29387 -1.99188 0.37622 0.4 -1.1 0.0
C 1.61324 -2.96720 1.19402 0.1 -0.1 0.2
H 1.46726 -2.98602 2.28233 0.0 0.0 -0.3
H 1.64372 -4.00385 0.82900 -0.1 0.3 0.1
H 2.58363 -2.49932 0.98849 -0.2 -0.1 0.0
C -1.20714 -2.99518 0.69623 -0.2 0.0 0.0
H -1.05229 -4.04871 0.41787 0.1 0.3 0.0
H -1.48465 -2.94696 1.75711 0.1 0.0 -0.3
H -2.04416 -2.60170 0.10428 0.2 -0.1 0.1
C -2.32394 2.90115 0.93304 0.1 -0.1 0.2
H -3.25494 3.33262 0.53662 0.2 -0.3 0.0
H -2.37557 2.88586 2.03087 0.1 0.0 -0.3
H -1.48440 3.54436 0.64119 -0.1 -0.2 0.1
C -3.48467 0.27032 0.84574 -0.2 -0.1 0.0
H -3.48368 0.17233 1.93949 0.0 0.0 -0.3
H -4.40882 0.77655 0.53433 0.2 -0.1 0.0
H -3.46715 -0.73772 0.41128 0.0 0.2 0.1
H 1.46195 1.49155 0.38307 0.8 -1.1 -0.9
H 0.40857 2.12660 2.07877 -0.7 -0.4 1.6
N -2.21266 -2.33269 5.70917 0.6 -0.1 -0.7
N -1.26055 -1.83497 4.85660 0.3 0.4 0.3
N 0.03243 -1.91063 5.23180 -1.5 0.2 -1.1
C 0.61375 -1.31285 4.19625 -0.3 0.2 0.1
N -0.25748 -0.86503 3.26768 -0.7 -1.7 2.2
N -1.50331 -1.22922 3.70127 1.7 -0.3 1.2
H -3.18228 -2.17357 5.51625 0.0 0.2 -0.2
H -1.86832 -2.70246 6.58466 0.0 0.3 -0.3
H 1.69363 -1.21917 4.16815 -0.3 0.2 -0.2
```
Positions in Å, forces in eV/Å.

Results
Charge ... +1
Frontier orbital gap ... 0.2460 Ha
Energy ... -1962.26678 hartree

Partial charges, Löwdin, in e:
1. C -0.0354
2. C -0.2111
3. C -0.1830
4. C -0.1368
5. C -0.0195
6. C -0.0649
7. C 0.0665
8. C -0.1349
9. C -0.1893
10. C -0.2162
11. C -0.0348
12. C -0.0683
13. C -0.0175
14. H 0.1213
15. H 0.1218
16. H 0.1152
17. H 0.1314
18. H 0.1202
19. H 0.1146
20. H 0.1229
21. N 0.1464
22. Tl 0.3872
23. C -0.2934
24. H 0.0775
25. H 0.1017
26. C -0.2796
27. H 0.0862
28. H 0.1059
29. P 0.7834
30. P 0.8001
31. C -0.2528
32. H 0.0246
33. H 0.0625
34. H 0.0513
35. C -0.2425
36. H 0.0626
37. H 0.0257
38. H 0.0379
39. C -0.2716
40. H 0.0575
41. H 0.0453
42. H 0.0422
43. C -0.2638
44. H 0.0346
45. H 0.0565
46. H 0.0297
47. H -0.1018
48. H -0.1164
49. N 0.1472
50. N -0.2388
51. N 0.1525
52. C -0.2113
53. N -0.1258
54. N 0.1159
55. H 0.1127
56. H 0.1209
57. H 0.1276

---

- frontier orbital gap of number 3 (C20H28N4O2S)?
  0.3577 Ha

---

- Which of these has the highest frontier orbital gap?
  C20H28N4O2S

---

- Number 1 is which compound?
  C20H28N2O3